# C2H4N4

C2H4N4 in the gas phase (ωB97M-V with the def2-TZVPD basis set, the OMol25 dataset).

Structure (XYZ):
```
10
Properties=species:S:1:pos:R:3:forces:R:3:nbo_charge:R:1
N -0.342297 -1.884512 -0.002431 -0.01 0.15 -0.10 -0.791
C 0.010438 -0.806066 -0.715751 -0.08 0.16 -0.30 0.508
N -0.117857 -0.168636 -1.789253 -0.10 -0.40 0.29 -0.263
N -0.453210 1.275975 0.885794 0.31 0.08 -0.14 -0.658
C 0.569733 1.307602 0.139695 -0.17 -0.01 0.17 0.263
N 0.981308 0.190306 -0.636773 0.16 0.05 0.22 -0.393
H -0.190975 -1.832455 0.992689 0.01 0.04 -0.09 0.415
H -1.158809 -2.395702 -0.300829 0.04 0.09 -0.01 0.408
H -0.560267 2.163965 1.375077 -0.03 -0.10 -0.01 0.349
H 1.261937 2.149522 0.051782 -0.13 -0.07 -0.05 0.162
```
Forces are in eV/Å.

## Properties
- Largest force on an atom: 0.5 eV/Å
- Multiplicity: 1
- Frontier orbital gap: 10.0 eV
- Lowest unoccupied orbital energy: 0.8 eV
- SMILES: [H]/N=C/N1N=C1N
- E_HOMO: -9.22 eV
- Energy above the lowest of the compared OMol25 structures with the same formula, charge and spin: 291.9 kJ/mol